Record 1
88
Properties=species:S:1:pos:R:3 method="wB97M-V/def2-TZVPD" lumo_ev=-1.489 homo_lumo_gap_ev=10.394 max_force_ev_per_a=1.43 spin_multiplicity=1 e_homo_ev=-11.9 e_above_lowest_ev=0.000 total_charge=+1
C -1.02737 -3.72011 -3.68872
C 2.68995 -0.33999 2.55677
H -2.35854 2.83246 -4.18906
C 0.88578 -4.12449 1.38889
C -1.41729 -3.77890 2.00037
H 0.20309 -3.57423 3.37853
C -0.08290 -4.23736 2.56193
H -5.01572 -1.02278 2.69034
O 2.59941 -0.17027 -0.90254
H -4.76896 0.65503 4.61112
H 0.45110 5.63456 -2.31453
H -4.18600 4.17992 -2.31544
H 2.16106 6.72689 -0.76033
H -3.94835 2.62593 -0.61939
C 0.88120 5.14848 -1.45059
C 0.35727 -1.84066 -3.21449
C 1.84742 3.69314 0.62351
H -0.95307 0.51446 0.41569
H 1.78838 -3.58621 1.68565
H 5.20129 -1.69395 -2.22502
H 3.86863 1.44744 -0.60909
O -1.04844 -2.81524 1.02313
H 3.05139 -1.93789 5.50860
H -3.44170 -0.85837 0.78317
N 1.36729 -0.26623 2.42196
C -3.22208 3.67762 -2.40912
H 3.33896 0.02638 1.77064
C -2.17406 1.47294 2.65230
H -2.04613 -3.27386 2.73747
C 0.09017 -3.33934 0.34068
C 1.18679 -1.33434 4.56638
C -3.03989 1.51866 3.73525
H -1.30463 -4.63061 -4.20199
N -2.31513 0.63419 1.63060
H 2.94895 5.40887 1.22022
H -0.36063 3.42496 -1.75326
C 2.56608 -1.44532 4.67716
H 0.62121 -2.49838 -0.11103
H 0.78762 -3.32924 -4.73450
C 3.33114 0.92162 -1.41572
H 5.35758 0.72493 -2.36731
H -0.01447 -5.22279 3.02865
H 0.35183 1.40355 -0.22337
C 3.49634 -1.28758 -0.87278
C -3.00276 2.81446 -1.13956
H -2.27334 0.64882 -3.40188
C -4.09176 0.60866 3.76937
C 1.79053 5.72167 -0.59270
H -0.00694 -0.16124 -0.86562
C -3.19009 2.61972 -3.51075
C -4.23023 -0.27934 2.71609
H 4.00993 0.58910 -3.42279
H 0.57312 0.07173 0.75536
H 2.69838 1.70756 -1.82576
O -2.32950 1.64851 -1.56280
C 3.32922 -0.92433 3.64708
C 4.24525 -1.17558 -2.20135
C 0.13317 -3.00648 -3.93612
N -0.00579 0.43827 -0.03126
H 2.92703 -2.19665 -0.68928
H 4.41029 -0.94905 3.63936
C -3.34609 -0.21698 1.64809
H -4.07394 2.62242 -4.14807
H 2.17467 3.14298 1.50094
H -3.86603 0.77791 -2.58990
H 3.58831 -1.64001 -2.93859
C 0.45258 3.84615 -1.17375
H -0.43200 -0.65174 3.34856
H 0.52612 -1.78554 5.29471
N -0.49778 -1.35132 -2.32169
H 1.25737 -1.27592 -3.42860
H 1.22188 -5.06271 0.94681
H -0.22930 -3.92700 -0.52865
H -1.36520 2.19146 2.56105
C 4.34436 0.33051 -2.41433
N 0.92352 3.12442 -0.15286
C 0.64332 -0.71364 3.45811
C -2.92324 1.29186 -2.81550
H 4.15271 -1.16479 -0.00086
H -2.05067 -4.56185 1.56313
H -2.48419 4.47192 -2.50661
H -2.84700 -3.75423 -2.59023
C 2.30566 4.98809 0.46112
C -1.92686 -3.20988 -2.75506
H -2.91272 2.28757 4.48360
H -2.29601 -1.62101 -1.35505
C -1.63260 -2.02274 -2.11071
H -2.39800 3.36435 -0.41379

Record 2
16
Properties=species:S:1:pos:R:3 method="wB97M-V/def2-TZVPD" lumo_ev=0.977 homo_lumo_gap_ev=10.520 max_force_ev_per_a=0.51 spin_multiplicity=1 e_homo_ev=-9.5 e_above_lowest_ev=0.007
O 1.44916 0.96031 1.15755
H -1.15968 1.03753 1.74750
C 1.98134 -0.21086 -0.84584
H -2.09086 -0.46686 1.56648
H -2.16173 -0.12495 -0.94027
H 2.97126 0.21341 -0.67694
H 1.60110 0.14009 -1.81175
H -0.53812 -0.46467 2.43090
H -0.29411 -1.41925 0.11830
H -1.17936 1.34609 -0.86489
H 2.05186 -1.30378 -0.90365
H -0.67552 -0.01354 -1.89021
C 1.06252 0.21263 0.28302
C -0.36559 -0.33106 0.26526
C -1.08140 -0.04143 1.58060
C -1.13377 0.25241 -0.93167